1.
This record from the OMol25 dataset describes a cluster of 4 separate species, H8O4 in total. The level of theory is the ωB97M-V functional and the def2-TZVPD basis.

Structure (SMILES)   O.O.O.O
Energy above the lowest of the compared OMol25 structures with the same formula, charge and spin   108.6 kJ/mol
Frontier orbital gap   11.98 eV

Each line ends with the Mulliken charge.
Geometry (Å):
O (-0.1530, 0.7006, 1.7702)  -0.64
H (-0.0311, 0.2008, 0.9630)  0.32
H (0.7354, 0.8742, 2.0814)  0.32
O (2.6451, -0.1586, -1.3644)  -0.63
H (2.2782, 0.6826, -1.6366)  0.32
H (3.3126, -0.3535, -2.0222)  0.31
O (-2.6137, 4.4795, 0.8220)  -0.64
H (-2.0962, 3.7502, 1.1633)  0.32
H (-2.1326, 5.2619, 1.0914)  0.32
O (-0.5953, -4.9030, -1.2573)  -0.64
H (-0.5143, -4.7055, -0.3243)  0.32
H (-0.8353, -5.8292, -1.2866)  0.32

Force components x, y, z for each atom (eV/Å):
-0.238 0.162 0.103
0.022 -0.174 -0.234
0.232 0.026 0.100
-0.092 -0.084 0.246
-0.113 0.223 -0.072
0.173 -0.114 -0.147
-0.187 0.033 -0.136
0.119 -0.289 0.089
0.083 0.216 0.052
0.032 0.133 -0.178
0.034 0.101 0.231
-0.066 -0.234 -0.054


2.
This record from the OMol25 dataset describes a cluster of 4 separate species, H8O4 in total at a distorted geometry. The level of theory is the ωB97M-V functional and the def2-TZVPD basis.

Structure (SMILES)   O.O.O.O
Energy above the lowest of the compared OMol25 structures with the same formula, charge and spin   64.6 kJ/mol
Frontier orbital gap   11.72 eV

Each line ends with the Mulliken charge.
Geometry (Å):
O (-1.0129, -0.3381, -1.7030)  -0.70
H (-1.0227, -0.2051, -2.6487)  0.30
H (-0.1559, 0.0053, -1.3511)  0.39
O (-1.5598, -0.3979, 1.0256)  -0.67
H (-1.8277, -0.4847, 0.0832)  0.37
H (-1.8864, -1.1553, 1.5309)  0.31
O (1.2606, 1.1511, -0.7804)  -0.73
H (0.9984, 0.9295, 0.1377)  0.45
H (1.8807, 0.4185, -0.9209)  0.31
O (1.2094, -0.2372, 1.4356)  -0.62
H (0.4508, -0.6721, 1.7909)  0.32
H (2.0550, -0.3661, 1.9131)  0.27

Force components x, y, z for each atom (eV/Å):
0.328 -0.205 0.696
0.130 0.165 -0.173
-0.628 0.172 -0.587
-0.102 -0.154 0.013
0.273 -0.177 0.632
-0.203 0.212 -0.541
0.056 -0.636 0.069
0.044 0.325 -0.181
0.039 0.391 -0.212
1.976 0.608 -0.251
-0.623 -0.506 0.608
-1.289 -0.194 -0.074


3.
This record from the OMol25 dataset describes a cluster of 4 separate species, H8O4 in total. The level of theory is the ωB97M-V functional and the def2-TZVPD basis.

Structure (SMILES)   O.O.O.O
Energy above the lowest of the compared OMol25 structures with the same formula, charge and spin   61.1 kJ/mol
Frontier orbital gap   11.14 eV

Each line ends with the Mulliken charge.
Geometry (Å):
O (0.2680, -0.5443, 3.0297)  -0.63
H (-0.1154, -0.5169, 2.1428)  0.36
H (-0.1317, -1.3101, 3.4493)  0.32
O (-0.6656, -0.4532, 0.2261)  -0.72
H (-1.5530, -0.7388, -0.0072)  0.30
H (-0.1146, -0.6789, -0.5410)  0.41
O (0.7565, -0.6393, -2.2167)  -0.65
H (1.1198, -1.4054, -2.6701)  0.29
H (0.4827, -0.0307, -2.9089)  0.32
O (0.3323, 2.2755, -0.2476)  -0.65
H (-0.5452, 2.6246, -0.4234)  0.29
H (0.1660, 1.4173, 0.1670)  0.36

Force components x, y, z for each atom (eV/Å):
-0.029 0.029 0.057
0.048 -0.048 -0.101
0.007 -0.018 0.019
-0.017 -0.102 0.138
-0.035 0.040 0.021
0.042 0.042 -0.141
-0.025 -0.172 0.015
0.028 -0.008 -0.008
0.025 0.115 0.054
0.072 -0.014 -0.045
-0.024 0.028 0.044
-0.092 0.109 -0.054


4.
This record from the OMol25 dataset describes a cluster of 4 separate species, H8O4 in total. The level of theory is the ωB97M-V functional and the def2-TZVPD basis.

Structure (SMILES)   O.O.O.O
Energy above the lowest of the compared OMol25 structures with the same formula, charge and spin   77.3 kJ/mol
Frontier orbital gap   11.49 eV

Each line ends with the Mulliken charge.
Geometry (Å):
O (-0.7408, 0.4911, 2.3073)  -0.66
H (-1.1377, -0.3629, 2.4787)  0.31
H (0.1376, 0.4272, 2.6823)  0.32
O (0.4442, -3.1066, -1.8345)  -0.62
H (0.4554, -2.1610, -1.6866)  0.35
H (1.0503, -3.2428, -2.5627)  0.31
O (-0.1402, -0.3078, -1.0972)  -0.66
H (-0.5053, 0.3480, -0.5031)  0.32
H (-0.3738, 0.0039, -1.9715)  0.30
O (0.6031, 2.4624, 0.6234)  -0.63
H (0.2556, 3.2983, 0.3124)  0.33
H (-0.0484, 2.1503, 1.2514)  0.33

Force components x, y, z for each atom (eV/Å):
-0.089 0.270 -0.085
-0.188 -0.209 -0.042
0.326 -0.054 0.102
-0.033 -0.364 -0.101
-0.131 0.455 0.364
0.143 -0.132 -0.144
0.058 -0.313 -0.208
0.114 0.230 0.388
-0.069 0.123 -0.233
0.180 -0.019 -0.209
0.003 0.252 -0.089
-0.314 -0.239 0.257


5.
This record from the OMol25 dataset describes a cluster of 4 separate species, H8O4 in total at a distorted geometry. The level of theory is the ωB97M-V functional and the def2-TZVPD basis.

Multiplicity   2
Energy above the lowest of the compared OMol25 structures with the same formula, charge and spin   53.2 kJ/mol
<S²>   0.75
Frontier orbital gap (alpha / beta)   11.98 / 4.32 eV
Net charge   +1

Each line ends with the Mulliken charge.
Geometry (Å):
O (8.7696, 10.5761, 16.4717)  -0.66
H (8.1718, 9.9057, 16.8024)  0.40
H (8.6436, 10.5632, 15.5230)  0.32
O (7.2950, 8.1663, 16.4534)  -0.69
H (6.4035, 7.9799, 16.7478)  0.34
H (7.8427, 7.5524, 16.9427)  0.34
O (11.4704, 11.7058, 14.4581)  -0.59
H (10.9523, 11.8161, 13.6608)  0.34
H (11.3797, 10.7783, 14.6768)  0.34
O (10.8717, 12.1376, 17.6180)  -0.05
H (11.6971, 12.0923, 17.1353)  0.45
H (10.2709, 11.5847, 17.1185)  0.46

Force components x, y, z for each atom (eV/Å):
1.373 1.186 0.179
-0.667 -0.904 0.296
-0.154 -0.008 -0.413
0.303 0.523 0.016
-0.393 -0.033 0.021
0.176 -0.358 0.089
0.007 0.179 0.906
-0.178 0.249 -0.427
0.138 -0.528 -0.160
0.060 1.074 1.317
1.588 0.163 -0.733
-2.254 -1.544 -1.091


6.
This record from the OMol25 dataset describes a structure of composition H9Na2O5 at a distorted geometry. The level of theory is the ωB97M-V functional and the def2-TZVPD basis.

Energy above the lowest of the compared OMol25 structures with the same formula, charge and spin   38.4 kJ/mol
Frontier orbital gap   8.70 eV
Net charge   +1

Each line ends with the Mulliken charge.
Geometry (Å):
Na (12.9987, 17.5945, -3.4749)  0.92
Na (9.8544, 16.3032, -3.0469)  0.97
O (11.8895, 16.0182, -2.0192)  -1.24
H (11.8952, 15.2970, -1.3836)  0.27
O (12.1331, 13.5783, -3.7508)  -0.59
H (11.3247, 13.8171, -4.2121)  0.25
H (12.2546, 14.2782, -3.0884)  0.40
O (10.6608, 16.2719, 0.6871)  -0.60
H (9.8406, 15.7726, 0.6249)  0.32
H (10.9920, 16.4003, -0.2132)  0.27
O (12.9194, 18.7306, -1.3295)  -0.66
H (12.4933, 17.9176, -1.0043)  0.37
H (12.4533, 19.4674, -0.9183)  0.32
O (14.7738, 15.7346, -0.8688)  -0.62
H (13.8708, 15.8052, -1.1904)  0.30
H (14.7127, 15.4288, 0.0418)  0.33

Force components x, y, z for each atom (eV/Å):
0.444 -0.196 0.821
0.200 -0.297 0.482
-0.527 0.763 -0.660
0.061 -0.151 -0.062
-0.015 0.298 0.103
0.004 -0.236 -0.123
0.018 -0.042 -0.143
0.038 0.183 -0.053
0.056 -0.014 0.037
-0.139 -0.140 0.016
-0.397 -0.340 -0.534
0.188 0.166 0.117
0.135 -0.029 0.061
0.134 0.085 -0.130
-0.203 -0.074 0.089
0.001 0.023 -0.022


7.
This record from the OMol25 dataset describes a structure of composition H9Na2O6 at a distorted geometry. The level of theory is the ωB97M-V functional and the def2-TZVPD basis.

Frontier orbital gap   4.12 eV
Net charge   -1

Each line ends with the Mulliken charge.
Geometry (Å):
Na (0.5469, 0.3101, -0.5113)  0.79
Na (-0.9924, -0.4794, -3.9324)  0.76
O (-0.0499, -2.4480, -1.6010)  -1.00
H (-0.8701, -2.4481, -1.0702)  0.19
O (2.2131, -0.1291, 2.5157)  -1.05
H (1.4919, -0.5213, 3.0455)  0.13
O (-1.5418, 2.2332, -2.2659)  -1.00
H (-1.7897, 2.2670, -1.3215)  0.14
O (1.0743, 3.5253, 0.7458)  -0.56
H (1.1887, 4.4066, 0.3903)  0.28
H (0.6900, 3.6638, 1.6115)  0.30
O (-2.6801, -0.5554, 0.4332)  -0.55
H (-3.4663, -0.4959, -0.1096)  0.29
H (-2.9083, -1.1841, 1.1180)  0.29
O (2.6743, -2.9503, 0.2826)  -0.69
H (2.5402, -2.2487, 0.9198)  0.35
H (1.8792, -2.9456, -0.2504)  0.32

Force components x, y, z for each atom (eV/Å):
-0.148 -0.358 0.425
0.070 0.186 1.375
-0.531 1.166 -0.248
0.542 -0.013 -0.315
-0.788 -0.315 -0.371
0.458 0.228 -0.319
0.333 -0.959 0.195
0.101 -0.099 -0.673
0.057 -0.125 -0.173
-0.033 0.156 -0.203
-0.015 -0.187 0.296
0.166 0.113 0.003
-0.111 0.138 -0.243
0.087 -0.186 0.223
0.452 -0.402 -0.161
-0.007 0.626 0.618
-0.631 0.034 -0.427


8.
This record from the OMol25 dataset describes a cluster of 4 separate species, H9O4 in total at a distorted geometry. The level of theory is the ωB97M-V functional and the def2-TZVPD basis.

Multiplicity   2
Energy above the lowest of the compared OMol25 structures with the same formula, charge and spin   131.3 kJ/mol
<S²>   0.75
Frontier orbital gap (alpha / beta)   3.64 / 11.75 eV

Each line ends with the Mulliken charge.
Geometry (Å):
O (1.4596, 0.4718, -0.0322)  -0.76
H (0.9976, -0.0767, 0.7803)  0.45
H (1.9640, -0.2231, -0.5686)  0.64
H (0.5432, 0.7194, -0.6025)  0.38
O (-0.8040, -1.6438, 0.0826)  -0.69
H (-1.6349, -1.5619, -0.3162)  0.28
H (-0.3249, -2.5587, 0.1633)  0.31
O (-0.0193, -0.1566, 1.7025)  -1.11
H (-0.8694, -0.5319, 1.6721)  0.45
H (0.3986, -0.4932, 2.5706)  0.44
O (-0.5686, 1.4630, -1.6627)  -1.33
H (-0.6256, 2.4676, -1.8435)  0.45
H (-0.9905, 1.1830, -2.5773)  0.48

Force components x, y, z for each atom (eV/Å):
-1.680 -0.435 -1.236
-0.098 0.738 -0.829
-0.322 0.396 0.110
2.192 -0.383 0.756
3.248 -1.769 1.097
-1.951 -1.009 -1.372
-1.934 2.051 -0.735
3.094 0.931 4.206
-1.723 -1.196 -0.629
-0.899 0.800 -1.608
-1.591 1.750 -3.242
0.443 -1.835 0.973
1.221 -0.039 2.510


9.
This record from the OMol25 dataset describes a cluster of 4 separate species, H9O4 in total at a distorted geometry. The level of theory is the ωB97M-V functional and the def2-TZVPD basis.

Multiplicity   2
Energy above the lowest of the compared OMol25 structures with the same formula, charge and spin   42.4 kJ/mol
<S²>   0.75
Frontier orbital gap (alpha / beta)   3.17 / 12.27 eV

Each line ends with the Mulliken charge.
Geometry (Å):
O (-0.2510, -0.4481, 2.6245)  -1.00
H (-0.6589, -0.4211, 3.4822)  0.44
H (0.4352, -1.1289, 2.7573)  0.37
O (-1.4374, 0.8533, -0.7100)  -0.88
H (-1.9714, 0.0788, -1.0247)  0.35
H (-1.9724, 1.6582, -0.8850)  0.31
O (1.2349, -0.4436, -2.0286)  -1.16
H (2.0757, -0.7783, -2.3790)  0.39
H (0.6881, -0.3803, -2.8307)  0.44
O (0.6397, 0.3169, 0.3178)  -1.08
H (-0.2139, 0.7405, -0.1952)  0.43
H (1.0978, -0.1826, -0.3765)  0.62
H (0.3337, 0.1353, 1.2481)  0.75

Force components x, y, z for each atom (eV/Å):
1.010 -0.869 -0.171
-0.657 0.476 0.567
-0.261 0.166 -0.210
-0.566 0.443 -0.219
0.129 -0.092 -0.024
0.115 -0.023 -0.034
0.694 -0.348 -0.654
-0.025 0.042 0.241
-0.433 0.155 0.389
-0.449 2.181 0.547
-0.229 -0.341 0.121
0.274 -1.043 -0.153
0.398 -0.748 -0.399


10.
This record from the OMol25 dataset describes a cluster of 4 separate species, H9O4 in total at a distorted geometry. The level of theory is the ωB97M-V functional and the def2-TZVPD basis.

Energy above the lowest of the compared OMol25 structures with the same formula, charge and spin   48.2 kJ/mol
Frontier orbital gap   13.22 eV
Net charge   +1

Each line ends with the Mulliken charge.
Geometry (Å):
O (0.4710, -1.8531, -1.7599)  -0.64
H (0.8106, -2.7140, -1.4918)  0.35
H (1.0863, -1.4777, -2.4145)  0.37
O (-1.2814, 2.4060, -0.3830)  -0.67
H (-1.9776, 2.6544, 0.2495)  0.34
H (-0.8512, 3.2530, -0.5515)  0.33
O (0.5029, -0.8461, 2.1133)  -0.70
H (1.4169, -0.6187, 2.3662)  0.33
H (0.2415, -1.1368, 2.9998)  0.34
O (-0.1188, 0.0761, -0.3243)  -0.42
H (-0.5415, 0.9760, -0.4048)  0.49
H (0.2164, 0.0081, 0.5840)  0.39
H (0.0249, -0.7273, -0.9830)  0.49

Force components x, y, z for each atom (eV/Å):
0.183 0.651 -0.550
-0.028 -0.002 0.117
-0.184 -0.465 0.137
-0.243 0.383 0.452
0.116 -0.438 -0.231
0.239 -0.110 -0.246
1.222 0.200 0.937
-0.044 0.064 -0.671
-0.922 -0.121 -0.324
0.038 0.547 0.164
-0.477 0.204 -0.736
0.048 -0.933 0.553
0.052 0.020 0.397